(1)
{
  "formula": "C22H30As2ClKO4Se2",
  "method": "ωB97M-V/def2-TZVPD",
  "total_charge": -2,
  "symbols": ["K", "C", "As", "C", "C", "C", "C", "C", "C", "C", "As", "C", "C", "H", "H", "H", "H", "H", "H", "H", "H", "H", "H", "H", "H", "H", "H", "H", "H", "Cl", "C", "C", "C", "C", "O", "C", "C", "O", "C", "H", "H", "H", "H", "O", "C", "C", "C", "O", "C", "Se", "C", "Se", "H", "H", "H", "H", "H", "H", "H", "H", "H", "H"],
  "xyz": [[0.729, -1.315, -0.275], [-1.923, 0.986, 2.518], [-0.571, 1.546, 1.217], [0.462, 2.723, 2.392], [-1.662, 2.960, 0.324], [-2.252, 3.991, 1.056], [-3.005, 4.980, 0.444], [-3.184, 4.948, -0.933], [-2.613, 3.924, -1.673], [-1.851, 2.925, -1.064], [-1.069, 1.432, -2.107], [-2.738, 0.419, -2.272], [-1.137, 2.242, -3.903], [-2.362, 1.840, 3.037], [-1.431, 0.327, 3.233], [-2.703, 0.428, 2.000], [-0.180, 3.391, 2.968], [1.160, 3.310, 1.794], [1.016, 2.065, 3.060], [-2.119, 4.024, 2.132], [-3.449, 5.772, 1.037], [-3.769, 5.714, -1.428], [-2.769, 3.908, -2.745], [-3.557, 1.084, -2.552], [-2.947, -0.083, -1.329], [-2.590, -0.352, -3.027], [-2.151, 2.485, -4.222], [-0.720, 1.504, -4.590], [-0.516, 3.138, -3.935], [-3.220, -6.974, -3.872], [-2.769, -5.531, -2.973], [-3.356, -5.290, -1.716], [-3.023, -4.178, -1.002], [-2.067, -3.195, -1.473], [-1.773, -2.193, -0.784], [-1.499, -3.485, -2.775], [-0.560, -2.608, -3.441], [-0.132, -1.530, -3.064], [-1.863, -4.647, -3.481], [-4.072, -6.002, -1.321], [-3.465, -3.990, -0.031], [-0.222, -3.004, -4.426], [-1.411, -4.831, -4.450], [5.229, 1.244, 3.251], [4.053, 0.434, 3.365], [4.013, -0.757, 2.404], [5.338, -1.549, 2.478], [6.369, -1.086, 1.618], [3.762, -0.235, 0.983], [3.939, -1.561, -0.486], [2.904, -1.719, 2.858], [1.066, -1.009, 3.069], [5.278, 1.543, 2.339], [3.147, 1.029, 3.222], [4.051, 0.081, 4.400], [5.118, -2.598, 2.251], [5.733, -1.496, 3.497], [6.032, -1.267, 0.719], [4.472, 0.562, 0.746], [2.763, 0.209, 0.975], [3.198, -2.146, 3.822], [2.868, -2.536, 2.137]],
  "nbo_charge": [0.894, -0.955, 0.924, -0.962, -0.331, -0.213, -0.232, -0.247, -0.177, -0.341, 0.946, -0.946, -0.971, 0.194, 0.257, 0.226, 0.193, 0.219, 0.266, 0.200, 0.196, 0.194, 0.191, 0.193, 0.254, 0.232, 0.197, 0.232, 0.218, -0.081, -0.144, -0.221, -0.256, 0.436, -0.725, -0.338, 0.424, -0.602, -0.156, 0.205, 0.204, 0.081, 0.205, -0.744, -0.055, -0.175, -0.053, -0.774, -0.553, -0.695, -0.544, -0.697, 0.461, 0.176, 0.166, 0.169, 0.161, 0.489, 0.181, 0.199, 0.186, 0.215]
}



(2)
{
  "formula": "C3H6NO",
  "method": "ωB97M-V/def2-TZVPD",
  "total_charge": 1,
  "symbols": ["C", "C", "C", "N", "O", "H", "H", "H", "H", "H", "H"],
  "xyz": [[0.593, 1.305, -0.330], [-0.232, 0.068, -0.172], [0.226, -1.275, 0.439], [-1.451, 0.046, -0.306], [-2.689, -0.174, -0.370], [1.497, 1.103, -1.028], [0.061, 2.167, -0.643], [1.032, 1.510, 0.641], [1.208, -1.548, 0.155], [-0.448, -2.203, 0.184], [0.203, -1.000, 1.430]],
  "nbo_charge": [-0.651, 0.282, -0.591, 0.336, -0.031, 0.293, 0.272, 0.280, 0.273, 0.281, 0.256]
}



(3)
{
  "formula": "C2H3ClSi",
  "method": "ωB97M-V/def2-TZVPD",
  "total_charge": 0,
  "symbols": ["Cl", "C", "C", "Si", "H", "H", "H"],
  "xyz": [[2.671, 0.218, 0.070], [0.856, -0.085, 0.071], [-0.065, -1.037, 0.084], [-0.845, 0.695, 0.129], [0.140, -2.120, -0.269], [-0.826, 1.388, -1.195], [-1.930, 0.941, 1.110]],
  "nbo_charge": [-0.031, -0.332, -0.581, 0.995, 0.238, -0.157, -0.132]
}



Computed values of orbital gap (unit: eV) for the preceding records, in sequence: 5.23 9.04 9.79.
Computed values of LUMO (unit: eV) for the preceding records, in sequence: 4.0 -7.8 0.3.
Computed values of relative energy (zero: lowest compared OMol25 entry of this formula, charge and spin) (unit: kcal per mole) for the preceding records, in sequence: 5.98 89.20 56.90.